Entry 1:
C3H9INOP | ωB97M-V with the def2-TZVPD basis set

The net charge is 0. As for the SMILES: CCN[P@](C)(=O)I. The value obtained for the total energy is -24185.092 eV. Its HOMO energy is -9.67 eV. As for the molar mass: 232.99 g/mol. As for the energy relative to the best compared isomer or geometry (same formula, charge and spin): 3.2 kcal/mol.

Geometry as XYZ:
```
16
Properties=species:S:1:pos:R:3:forces:R:3:lowdin_charge:R:1
C -1.038 2.157 0.544 1.4 2.1 -2.0 -0.110
C -1.350 0.687 0.465 1.0 1.1 0.3 -0.347
N -0.416 -0.054 -0.313 1.8 -0.7 -2.4 -0.207
P 0.893 -0.871 0.281 -1.5 -2.0 4.2 0.155
C 1.120 -2.223 -0.833 1.4 -0.8 -2.1 -0.284
O 0.695 -1.303 1.741 0.6 1.5 -3.0 -0.413
I 2.935 0.369 -0.190 0.1 0.2 0.1 0.477
H -1.113 2.869 -0.440 -0.3 -2.1 2.0 0.117
H -1.684 2.605 1.323 0.8 0.1 -0.2 0.072
H 0.094 2.154 0.710 -1.6 0.6 0.6 0.069
H -1.298 0.363 1.486 0.1 -0.7 0.5 0.104
H -2.289 0.458 0.098 -2.2 -0.3 -0.7 0.088
H -0.278 0.212 -1.324 -0.6 -0.1 1.6 0.130
H 2.097 -2.770 -0.763 -0.7 0.8 0.5 0.064
H 0.368 -3.010 -1.018 -0.2 0.8 0.6 0.066
H 1.263 -1.642 -1.766 -0.2 -0.6 -0.2 0.019
```
Forces are in eV/Å.

Entry 2:
C3H9INP | ωB97M-V with the def2-TZVPD basis set

The net charge is 0. The value obtained for the total energy is -22132.088 eV. Its HOMO energy (spin up / spin down) is -8.97 / -8.20 eV. As for the molar mass: 216.99 g/mol. As for the energy relative to the best compared isomer or geometry (same formula, charge and spin): 62.9 kcal/mol.

Geometry as XYZ:
```
15
Properties=species:S:1:pos:R:3:forces:R:3:lowdin_charge:R:1
C 0.460 0.122 -1.422 0.8 1.8 2.7 -0.095
C 0.029 1.395 0.602 0.7 1.7 -0.3 -0.102
C -0.622 0.555 -0.417 0.4 0.2 -1.8 -0.660
N -1.232 -0.583 0.237 0.2 0.3 0.3 -0.521
P 0.790 -2.419 1.117 -1.5 -0.5 0.0 0.640
I -2.504 -1.630 -0.904 -0.1 -0.1 -0.2 0.760
H 0.011 -0.534 -2.034 -1.2 -2.3 -2.8 -0.010
H 0.876 0.995 -1.918 0.1 -0.1 -0.1 0.095
H 1.165 -0.378 -0.783 0.9 -0.3 -0.3 0.029
H 0.928 1.050 0.999 1.8 -1.6 0.2 0.049
H -0.500 1.523 1.467 -2.1 0.4 2.1 0.049
H 0.359 2.392 0.321 -0.5 0.3 -0.8 0.095
H -1.251 1.151 -1.112 -0.7 -0.3 0.9 0.129
H 1.593 -1.441 1.619 0.9 1.0 0.3 -0.262
H -0.103 -2.198 2.226 0.2 -0.3 -0.4 -0.194
```
Forces are in eV/Å.

Entry 3:
C3H9ISi | ωB97M-V with the def2-TZVPD basis set

The net charge is 0. The value obtained for the total energy is -19231.877 eV. Its HOMO energy (spin up / spin down) is -8.60 / -8.58 eV. As for the molar mass: 200.10 g/mol. As for the energy relative to the best compared isomer or geometry (same formula, charge and spin): 105.4 kcal/mol.

Geometry as XYZ:
```
14
Properties=species:S:1:pos:R:3:forces:R:3:lowdin_charge:R:1
C 1.496 -0.867 0.237 -1.6 5.0 0.4 -0.179
C -0.479 1.626 0.016 0.4 0.2 0.7 -0.246
C -1.435 -1.314 -0.432 -2.2 0.8 -2.3 0.014
Si -0.313 -0.141 0.512 1.5 -0.5 0.8 0.474
I -4.435 0.704 0.117 1.2 -0.8 -0.2 -0.166
H 2.198 -0.058 0.627 -0.7 -1.5 -0.4 0.065
H 1.556 -1.792 0.609 0.7 -3.4 2.1 -0.040
H 1.587 -1.000 -0.791 0.5 0.2 -2.0 -0.007
H 0.034 2.163 0.885 -1.3 -0.4 -1.0 0.061
H 0.001 1.991 -0.885 0.0 -0.2 -0.3 0.027
H -1.583 1.664 -0.072 0.5 0.9 0.4 -0.060
H -1.587 -1.411 -1.611 0.7 0.3 2.7 0.077
H -2.168 -1.931 0.083 0.2 -0.3 0.1 -0.031
H -0.665 -0.134 2.000 0.0 -0.4 -0.9 0.012
```
Forces are in eV/Å.

Entry 4:
C3H9InO4P | ωB97M-V with the def2-TZVPD basis set

The net charge is +2. The value obtained for the total energy is -25890.410 eV. Its HOMO energy (spin up / spin down) is -18.93 / -18.25 eV. The multiplicity is 2. As for the molar mass: 254.89 g/mol. As for the energy relative to the best compared isomer or geometry (same formula, charge and spin): 20.3 kcal/mol.

Geometry as XYZ:
```
18
Properties=species:S:1:pos:R:3:forces:R:3:lowdin_charge:R:1
In -3.346 -2.834 -1.701 -0.1 0.0 0.0 1.089
C 0.778 -1.995 1.081 0.6 -2.0 -0.4 -0.063
O 0.741 -0.612 0.761 -2.3 1.8 -1.6 -0.173
P -0.543 0.105 0.034 1.2 -1.5 3.1 0.548
O -1.612 -0.710 -0.594 0.9 0.7 0.5 -0.342
O 0.231 1.025 -1.030 0.0 0.7 -0.9 -0.079
C 0.566 0.572 -2.342 0.3 -0.2 0.4 0.035
O -1.015 1.112 1.215 -2.0 -2.8 -2.5 -0.121
C -0.274 2.140 1.743 1.2 -0.2 0.4 -0.010
H 1.801 -2.259 1.350 -0.1 0.5 0.5 0.114
H 0.645 -2.580 0.171 -0.4 0.1 -0.2 0.090
H 0.072 -2.358 1.827 0.0 0.6 0.1 0.110
H 0.149 -0.421 -2.511 -0.4 0.2 -0.4 0.115
H 1.637 0.374 -2.382 0.9 -0.1 0.5 0.152
H 0.496 1.360 -3.092 -0.8 0.1 0.2 0.138
H 0.165 1.728 2.652 0.4 0.7 0.0 0.133
H -0.861 3.037 1.936 -0.2 0.2 -0.1 0.149
H 0.371 2.315 0.882 1.1 1.2 0.4 0.114
```
Forces are in eV/Å.

Entry 5:
C3H9InO4P | ωB97M-V with the def2-TZVPD basis set

The net charge is +3. The value obtained for the total energy is -25872.247 eV. Its HOMO energy is -22.26 eV. As for the molar mass: 254.89 g/mol. As for the energy relative to the best compared isomer or geometry (same formula, charge and spin): 18.9 kcal/mol.

Geometry as XYZ:
```
18
Properties=species:S:1:pos:R:3:forces:R:3:lowdin_charge:R:1
In 3.545 1.179 -3.308 0.3 0.2 -0.3 1.142
C -1.572 -1.288 -1.624 -0.1 0.5 0.0 0.094
O -1.306 -0.222 -0.753 -0.1 -1.0 0.1 0.015
P 0.136 0.408 -0.391 0.6 0.4 -0.4 0.426
O 1.038 0.623 -1.516 -0.3 -0.4 0.2 -0.244
O 0.535 -0.540 0.771 0.2 0.6 0.4 -0.065
C 1.810 -1.097 1.159 0.3 -0.9 -0.2 0.083
O -0.382 1.709 0.326 -0.4 0.0 0.4 -0.022
C -1.102 1.801 1.560 0.7 0.6 0.2 0.082
H -2.505 -1.760 -1.239 0.0 0.1 -0.1 0.193
H -0.712 -1.927 -1.818 0.1 0.1 -0.1 0.144
H -1.950 -0.849 -2.603 -0.2 -0.1 0.1 0.221
H 1.635 -2.136 1.492 -0.2 0.2 0.2 0.161
H 2.156 -0.511 2.028 -0.1 -0.1 0.0 0.163
H 2.504 -1.125 0.325 -0.1 0.3 0.0 0.115
H -2.163 2.065 1.315 0.0 -0.1 0.0 0.195
H -0.731 2.722 2.066 -0.2 0.0 -0.3 0.174
H -0.937 0.948 2.211 -0.5 -0.3 -0.3 0.124
```
Forces are in eV/Å.

Entry 6:
C3H9KO4P | ωB97M-V with the def2-TZVPD basis set

The net charge is +1. The value obtained for the total energy is -37058.674 eV. Its HOMO energy is -14.19 eV. As for the molar mass: 179.17 g/mol. As for the energy relative to the best compared isomer or geometry (same formula, charge and spin): 0.0 kcal/mol.

Geometry as XYZ:
```
18
Properties=species:S:1:pos:R:3:forces:R:3:lowdin_charge:R:1
K 25.632 -4.824 -15.208 0.0 -0.1 -0.1 0.979
C 21.913 -5.537 -19.055 0.2 0.6 -0.9 -0.076
O 22.029 -6.526 -18.045 -0.4 -0.2 0.0 -0.177
P 22.645 -6.301 -16.628 0.3 -0.6 -0.7 0.291
O 24.122 -6.334 -16.603 0.1 0.4 0.4 -0.375
O 21.942 -7.418 -15.801 0.2 -0.3 0.3 -0.193
C 22.664 -8.538 -15.236 -0.2 -0.2 -0.1 -0.040
O 22.100 -4.945 -16.084 -0.2 0.6 0.4 -0.219
C 20.684 -4.757 -15.803 0.2 -0.1 0.2 -0.033
H 22.313 -5.918 -19.996 0.0 -0.2 0.2 0.098
H 22.473 -4.628 -18.833 -0.1 0.0 0.2 0.093
H 20.870 -5.291 -19.242 -0.1 0.0 0.3 0.097
H 22.269 -9.442 -15.692 -0.1 0.0 0.1 0.099
H 22.473 -8.536 -14.168 0.1 -0.1 0.0 0.095
H 23.726 -8.474 -15.456 0.0 0.1 0.1 0.079
H 20.178 -5.718 -15.759 -0.1 0.0 -0.1 0.092
H 20.262 -4.112 -16.565 0.0 0.0 -0.1 0.096
H 20.624 -4.287 -14.826 0.0 0.1 0.0 0.095
```
Forces are in eV/Å.

Entry 7:
C3H9N | ωB97M-V with the def2-TZVPD basis set

The net charge is 0. As for the SMILES: CN(C)C. The value obtained for the total energy is -4746.163 eV. Its HOMO energy is -8.54 eV. As for the molar mass: 59.11 g/mol. As for the energy relative to the best compared isomer or geometry (same formula, charge and spin): 21.8 kcal/mol.

Geometry as XYZ:
```
13
Properties=species:S:1:pos:R:3:forces:R:3:lowdin_charge:R:1
C 1.100 -0.850 -0.033 0.8 1.9 -0.9 -0.109
N -0.067 -0.024 -0.463 1.0 -0.9 0.3 -0.344
C -1.363 -0.507 -0.034 0.7 -1.8 0.0 -0.129
C 0.192 1.311 -0.020 0.2 2.0 -1.4 -0.170
H 1.096 -1.900 -0.227 -0.7 -0.7 -0.6 0.058
H 1.267 -0.756 1.041 0.2 0.2 0.3 0.071
H 2.014 -0.436 -0.603 -1.3 -0.6 1.1 0.104
H -1.448 -1.559 -0.443 -0.3 1.2 0.4 0.095
H -2.123 0.140 -0.477 -0.1 -0.2 0.3 0.078
H -1.443 -0.609 1.083 -0.2 0.4 -0.6 0.088
H 1.189 1.641 -0.433 -0.9 -0.3 0.7 0.095
H -0.545 2.041 -0.441 0.4 -0.7 0.0 0.088
H 0.131 1.507 1.050 0.3 -0.4 0.5 0.074
```
Forces are in eV/Å.

Entry 8:
C3H9N | ωB97M-V with the def2-TZVPD basis set

The net charge is 0. As for the SMILES: C=NC.C. The value obtained for the total energy is -4745.425 eV. Its HOMO energy is -9.49 eV. As for the molar mass: 59.11 g/mol. As for the energy relative to the best compared isomer or geometry (same formula, charge and spin): 38.8 kcal/mol.

Geometry as XYZ:
```
13
Properties=species:S:1:pos:R:3:forces:R:3:lowdin_charge:R:1
C 2.120 -0.963 -1.477 1.4 0.5 0.9 -0.099
N 0.954 -0.680 -1.087 -0.1 -1.1 -1.5 -0.079
C 0.158 -1.826 -0.673 -1.6 1.0 1.4 -0.167
H 2.705 -0.269 -2.073 -0.1 0.6 0.2 0.055
H 2.783 -1.767 -1.080 -1.0 -0.5 -0.6 0.082
H 0.429 -2.817 -1.014 0.7 -0.1 0.1 0.067
H -0.866 -1.657 -1.019 0.2 0.0 -0.5 0.068
H -0.065 -1.778 0.402 0.6 -0.3 0.1 0.074
C -1.615 2.390 1.620 -0.7 -0.8 -0.3 -0.050
H -1.881 3.181 0.921 0.4 0.2 0.2 0.016
H -1.748 2.667 2.663 0.2 0.2 -0.1 0.015
H -0.655 1.924 1.426 0.3 0.5 0.0 0.010
H -2.319 1.593 1.391 -0.3 -0.1 0.2 0.007
```
Forces are in eV/Å.